No. 1
Formula: C4H10O
Source: OMol25
Level of theory: ωB97M-V/def2-TZVPD

Results
Charge: 0
Orbital gap: 0.36511 Eh
Structure (SMILES): C/C=C/C.O
Relative energy (zero: lowest compared OMol25 entry of this formula, charge and spin): 99.81 kJ/mol

Cartesian coordinates (Å):
C: -0.0307 0.5816 -0.4311
C: 0.8152 0.6430 0.5885
C: 2.0898 -0.1474 0.6840
C: -1.3617 1.2613 -0.4180
H: 0.2751 0.1591 -1.3751
H: 0.4544 1.0010 1.5526
H: 2.7661 0.2369 1.4483
H: 1.8266 -1.1260 1.0322
H: 2.6053 -0.2938 -0.2578
H: -1.3699 2.0445 0.3429
H: -2.2864 0.6846 -0.3664
H: -1.4780 1.8549 -1.3348
H: -1.8708 -1.7809 -0.0850
H: -1.2837 -2.7082 -1.1417
O: -1.1512 -2.4107 -0.2385

Atoms 1-6, force components in eV/Å:
-0.0604 0.6105 0.1456
-0.1392 -1.0789 0.3178
0.0145 0.4147 0.1418
-0.0906 1.3551 -0.5434
0.1497 -0.3451 -0.1051
-0.0069 0.3960 -0.2098

So, what does the Mulliken scheme give us? The charges, in e, come out as: -0.01, -0.10, -1.19, -1.03, 0.33, 0.24, 0.33, 0.27, 0.32, 0.31, 0.25, 0.28, 0.31, 0.32, -0.64

=====

No. 2
Formula: C17H17FN4O2
Source: OMol25
Level of theory: ωB97M-V/def2-TZVPD

Results
Charge: 0
Orbital gap: 0.32686 Eh
Structure (SMILES): C[C@H](c1ccccc1F)n1cc(C(=O)NCCc2ccco2)nn1
Relative energy (zero: lowest compared OMol25 entry of this formula, charge and spin): 6.68 kJ/mol

Cartesian coordinates (Å):
C: 0.3762 -0.9990 -3.9151
H: 1.0573 -0.1917 -3.6611
H: -0.0690 -0.8006 -4.8866
H: 0.9442 -1.9235 -3.9561
C: -0.7240 -1.1149 -2.8609
N: -0.1342 -1.4000 -1.5698
C: -0.6956 -1.2237 -0.3573
C: 0.2690 -1.6568 0.5319
N: 1.3362 -2.0658 -0.1968
N: 1.0840 -1.9125 -1.4363
C: 0.2502 -1.6264 2.0049
O: -0.7192 -1.2614 2.6439
N: 1.4117 -2.0560 2.5527
H: 2.1698 -2.2252 1.9056
C: 1.7370 -1.7673 3.9244
H: 0.7885 -1.6153 4.4451
H: 2.2665 -2.6161 4.3654
C: 2.5994 -0.4915 4.0290
C: 1.9354 0.6344 3.3122
C: 1.0917 1.6189 3.7313
C: 0.7158 2.3398 2.5709
C: 1.3555 1.7390 1.5340
O: 2.0968 0.7074 1.9718
H: 1.3688 1.9340 0.4803
H: 0.0577 3.1831 2.5232
H: 0.7742 1.8062 4.7364
H: 3.5737 -0.6796 3.5723
H: 2.7394 -0.2331 5.0781
H: -1.6744 -0.8235 -0.2028
C: -1.5522 0.1460 -2.7858
C: -1.0288 1.3319 -2.2807
C: -1.7701 2.4955 -2.2070
C: -3.0772 2.4894 -2.6603
C: -3.6229 1.3264 -3.1760
C: -2.8668 0.1686 -3.2331
H: -3.3004 -0.7374 -3.6304
H: -4.6420 1.3173 -3.5301
H: -3.6663 3.3916 -2.6084
H: -1.3161 3.3841 -1.7982
F: 0.2462 1.3609 -1.8377
H: -1.3859 -1.9531 -3.1228

Atoms 1-6, force components in eV/Å:
-0.0467 -0.1586 0.0526
0.0451 0.0535 -0.0028
-0.0832 0.0108 -0.0334
0.0553 -0.0135 -0.0828
0.0066 0.0890 -0.7295
-0.3701 -0.0277 1.1197

So, what does the Mulliken scheme give us? The charges, in e, come out as: -1.43, 0.34, 0.40, 0.40, -0.10, 0.81, 0.50, 0.28, -0.38, -0.98, -0.35, -0.68, -0.13, 0.32, -0.82, 0.40, 0.33, -0.72, 0.48, -0.60, -0.49, -0.46, -0.31, 0.56, 0.45, 0.49, 0.29, 0.37, 0.58, 0.18, 0.93, -0.72, -0.35, -0.74, -0.63, 0.39, 0.41, 0.39, 0.46, -0.34, 0.49

=====

No. 3
Formula: C37H47BCrF4N3O4PSSbSi3
Source: OMol25
Level of theory: ωB97M-V/def2-TZVPD

Results
Charge: -1
Orbital gap (alpha / beta): 0.24892 / 0.25450 Eh
Multiplicity: 5
<S²>: 6.06
Relative energy (zero: lowest compared OMol25 entry of this formula, charge and spin): 0.00 kJ/mol

Cartesian coordinates (Å):
Cr: 1.6840 1.3772 0.0221
O: 1.4073 4.6907 -0.1328
C: 1.5893 3.6986 -0.8006
C: 1.8924 3.9708 -2.3161
C: 2.3766 5.2026 -2.7270
C: 2.5407 5.5646 -4.0569
C: 2.1740 4.6397 -5.0199
C: 1.6100 3.4302 -4.6375
C: 1.4581 3.0527 -3.2898
P: 0.9837 1.4234 -2.6019
C: -0.7747 1.5441 -2.2588
C: -1.5920 0.4257 -2.2860
C: -2.9301 0.5651 -2.0221
C: -3.4847 1.7982 -1.7377
C: -2.6678 2.9404 -1.7601
C: -1.3114 2.8217 -1.9938
C: 0.9091 0.3228 -4.0656
C: 0.0005 0.5037 -5.0918
C: 0.1209 -0.1731 -6.2654
C: 1.1562 -1.1134 -6.4316
C: 2.0382 -1.3945 -5.4270
C: 1.8713 -0.6931 -4.2075
H: 2.4553 5.9647 -1.9611
H: 2.9676 6.5382 -4.2996
H: 2.2505 4.8639 -6.0730
H: 1.2506 2.7679 -5.4399
H: -1.1613 -0.5384 -2.5586
H: -3.6094 -0.2729 -2.0599
H: -4.5015 1.8685 -1.4622
H: -3.1206 3.9241 -1.5950
H: -0.6937 3.7078 -2.0284
H: -0.7862 1.2462 -4.9669
H: -0.6135 0.0094 -7.0569
H: 1.2361 -1.6692 -7.3793
H: 2.7992 -2.1526 -5.4783
H: 2.5903 -0.8127 -3.3885
C: 0.3364 -3.6628 -1.9726
Si: -0.3815 -3.4639 -0.2665
C: -0.6175 -5.1240 0.6304
C: -2.1396 -2.7763 -0.3332
Sb: 1.1757 -1.8925 0.9290
Si: 3.2703 -3.2488 0.9291
C: 2.8482 -5.1246 0.9543
C: 4.2886 -2.8317 2.4943
C: 4.2219 -2.8295 -0.6330
Si: 0.2201 -2.2780 3.2485
C: -1.6782 -2.1374 3.2608
C: 0.6640 -3.9604 4.0000
C: 0.8913 -0.8794 4.2844
H: -0.3095 -4.2330 -2.6212
H: 1.3317 -4.0700 -1.9791
H: 0.4425 -2.6579 -2.4012
H: -1.4198 -5.6684 0.0886
H: -0.9211 -4.9636 1.6633
H: 0.2578 -5.8000 0.6036
H: -2.6567 -3.2628 0.5375
H: -2.6304 -3.0770 -1.2514
H: -2.1940 -1.6893 -0.3084
H: 2.1468 -5.3452 1.7549
H: 3.7493 -5.7093 1.0178
H: 2.3329 -5.4164 0.0308
H: 3.7332 -3.0462 3.3963
H: 4.6062 -1.8089 2.5209
H: 5.1367 -3.4991 2.4963
H: 3.6806 -3.1197 -1.5500
H: 5.1559 -3.3629 -0.6266
H: 4.4446 -1.7437 -0.6763
H: -2.0349 -3.0650 2.7704
H: -2.0752 -1.2601 2.7505
H: -1.9760 -2.1847 4.2868
H: 0.4354 -4.8520 3.4324
H: 0.1483 -4.0923 4.9543
H: 1.7219 -3.9859 4.2863
H: 1.9649 -0.7144 4.1210
H: 0.7015 -1.0188 5.3660
H: 0.4812 0.0533 3.9438
O: -6.7584 1.4147 1.6842
S: -7.1480 1.9324 2.9951
O: -7.3765 0.8553 3.9398
O: -8.1049 3.0137 2.9662
C: -5.6192 2.6200 3.6523
N: -5.6940 3.4236 4.7134
C: -4.5306 3.8087 5.2515
C: -3.3087 3.4625 4.6952
C: -3.3704 2.6742 3.5402
N: -4.5138 2.2487 3.0322
C: -2.1584 2.3746 2.6869
C: -1.0103 3.1285 2.7709
C: 0.0656 2.8395 1.9519
N: 0.0616 1.8302 1.0973
C: -1.0573 1.0873 0.9744
C: -2.1900 1.3485 1.6988
H: -4.6836 4.3896 6.1444
H: -2.3807 3.8511 5.1292
H: -0.8958 3.9498 3.4667
H: 0.9483 3.4778 2.0362
H: -1.0423 0.2892 0.2643
H: -3.1197 0.8147 1.5235
F: 5.3541 2.0728 0.3809
B: 4.5582 0.9847 0.5247
F: 3.6068 1.2271 1.5716
F: 5.1983 -0.2069 0.7054
F: 3.7013 0.8473 -0.6746

Atoms 1-6, force components in eV/Å:
1.1400 0.8480 -0.9849
-0.1799 0.0653 0.4902
0.7929 -1.1290 -0.6689
-0.8022 -0.2742 -0.0008
-0.3929 0.8100 0.4059
0.2904 -0.3083 0.4019

Here are the Mulliken charges for atoms 1 to 99, given in e: 1.48, -0.61, -0.31, 0.31, -0.72, -0.68, -0.61, -0.66, 0.30, 1.84, 0.63, -0.40, -0.55, -0.93, -0.78, -0.74, 0.09, -0.59, -0.56, -0.40, -0.79, -0.27, 0.44, 0.38, 0.42, 0.30, 0.56, 0.42, 0.54, 0.41, 0.43, 0.49, 0.40, 0.32, 0.46, 0.42, -0.79, 0.49, -1.04, -0.43, -1.45, 0.89, -1.19, -1.13, -0.85, 0.65, -0.73, -1.20, -1.08, 0.50, 0.31, -0.09, 0.41, 0.18, 0.30, 0.39, 0.44, -0.30, 0.25, 0.50, 0.24, 0.29, 0.27, 0.42, 0.21, 0.44, 0.10, 0.18, 0.07, 0.44, 0.37, 0.43, 0.30, 0.32, 0.40, 0.18, -0.65, 1.18, -0.70, -0.68, 0.07, -0.50, -0.40, -0.71, 0.28, -0.22, 1.10, -1.12, -1.09, 1.37, -1.12, -1.02, 0.45, 0.36, 0.34, 0.42, 0.87, 0.93, -0.34

=====

No. 4
Formula: C5H6BrF
Source: OMol25
Level of theory: ωB97M-V/def2-TZVPD

Results
Charge: 0
Orbital gap (alpha / beta): 0.25942 / 0.26297 Eh
Relative energy (zero: lowest compared OMol25 entry of this formula, charge and spin): 537.31 kJ/mol

Cartesian coordinates (Å):
C: -0.7464 2.8167 -0.3664
C: 0.0200 1.7382 -0.5513
C: 0.0839 0.7285 0.4893
C: 0.5367 -1.4830 -0.5028
C: 0.3548 -2.5950 0.4936
F: 1.6838 -1.3443 -1.0937
Br: -1.4221 0.3371 1.5328
H: -0.5514 3.8286 -0.9310
H: -1.5390 2.6631 0.2872
H: 0.7982 1.6810 -1.2179
H: 0.0563 -3.3257 -0.2132
H: -0.5706 -2.2293 1.0291
H: 1.2958 -2.8160 1.0444

Atoms 1-6, force components in eV/Å:
1.4193 2.0297 -2.4772
-1.3294 -0.4920 2.3858
0.5146 -1.6072 -1.3146
-1.3350 2.0801 0.9166
0.5300 2.6506 -0.1735
0.7234 -0.7782 0.2339

So, what does the Mulliken scheme give us? The charges, in e, come out as: -0.57, -0.01, -0.17, 0.05, -0.60, -0.17, -0.13, 0.20, 0.26, 0.37, 0.30, 0.20, 0.28

=====

No. 5
Formula: C2H4N2O
Source: OMol25
Level of theory: ωB97M-V/def2-TZVPD

Results
Charge: 0
Orbital gap: 0.32645 Eh
Relative energy (zero: lowest compared OMol25 entry of this formula, charge and spin): 335.22 kJ/mol

Cartesian coordinates (Å):
C: 0.7022 -0.3680 0.7104
C: -1.1812 0.2874 -0.3733
N: 2.6607 -0.0859 -0.7051
N: 1.7624 -0.2020 -0.0066
O: -0.2900 0.6249 0.7225
H: 0.5013 -1.2348 1.4256
H: -0.5738 0.3978 -1.1850
H: -1.8136 1.2498 -0.3732
H: -1.7680 -0.6690 -0.2154

Atoms 1-6, force components in eV/Å:
-0.9139 -0.4542 1.9155
-2.4627 2.5474 2.9014
-0.4830 0.0597 0.5597
-0.0206 -0.3764 -0.1804
0.7862 -1.6466 -0.4124
1.0280 1.2076 -1.4088

So, what does the Mulliken scheme give us? The charges, in e, come out as: -0.05, -0.63, -0.60, 0.47, -0.33, 0.35, 0.33, 0.20, 0.27

=====

No. 6
Formula: C4H3IO3
Source: OMol25
Level of theory: ωB97M-V/def2-TZVPD

Results
Charge: 0
Orbital gap: 0.30743 Eh
Structure (SMILES): O=C1C=C(I)[C@H](O)O1
Relative energy (zero: lowest compared OMol25 entry of this formula, charge and spin): 122.30 kJ/mol

Cartesian coordinates (Å):
C: 0.0601 -1.6015 -0.3116
C: -0.9942 -0.4599 0.0078
C: 1.3411 -1.1123 -0.0178
C: -0.1046 0.6343 0.4647
O: 2.4004 -1.6636 0.0745
O: 1.1709 0.2160 0.4262
O: -0.3275 1.6970 -0.3800
I: -2.9969 -0.2279 -0.0501
H: -0.1773 -2.7119 -0.3977
H: -0.2297 1.0471 1.4772
H: -0.1191 2.4592 0.1718

Atoms 1-6, force components in eV/Å:
-7.5567 1.6261 0.9708
5.4567 -5.8429 -0.8291
1.0997 1.3899 1.8043
-1.3537 1.0526 0.3886
-0.3195 0.2816 -0.5117
3.1099 -1.1806 -0.5084

So, what does the Mulliken scheme give us? The charges, in e, come out as: -0.28, -0.30, 0.49, 0.13, -0.52, -0.34, -0.52, 0.24, 0.34, 0.40, 0.36

=====

Number 1: largest force on an atom 1.463 eV Å⁻¹. Number 2: largest force on an atom 1.325 eV Å⁻¹. Number 3: largest force on an atom 2.055 eV Å⁻¹. Number 4: largest force on an atom 3.503 eV Å⁻¹. Number 5: largest force on an atom 4.580 eV Å⁻¹. Number 6: largest force on an atom 8.038 eV Å⁻¹.